One molecule with the formula C14H17ClN2O2. Source: the Open Molecules 2025 dataset; level of theory: ωB97M-V/def2-TZVPD.

Last column: natural (NBO) charge in e.
Atoms and positions in Å:
O 0.935073 1.927249 -1.483064  -0.6329
C 0.977611 1.204735 -0.501616  0.6688
N -0.110270 1.007957 0.282606  -0.6348
C -1.371732 1.669678 0.001693  -0.0415
C -2.327080 1.502839 1.181697  -0.4290
C -2.643820 0.012679 1.418023  -0.2368
N -2.365797 -0.766958 0.224096  -0.4387
C -1.366815 -1.677994 0.266147  0.6789
O -0.815537 -1.987053 1.303176  -0.6331
C -0.991201 -2.303984 -1.073672  -0.4867
Cl 0.279420 -3.522733 -0.834956  -0.0196
C -2.865190 -0.128409 -0.971910  -0.2219
C -2.025343 1.121275 -1.283582  -0.4282
C 2.219941 0.494889 -0.085887  -0.1788
C 2.230342 -0.669367 0.678173  -0.1414
C 3.433962 -1.274005 0.996155  -0.2284
C 4.631241 -0.726818 0.566249  -0.1935
C 4.626807 0.427637 -0.199719  -0.2184
C 3.428004 1.029403 -0.529061  -0.1568
H -0.038666 0.429154 1.102434  0.4117
H -1.148742 2.731979 -0.162108  0.2264
H -3.240568 2.053743 0.954889  0.2150
H -1.891319 1.936916 2.081664  0.2258
H -2.036877 -0.404032 2.223555  0.2452
H -3.697585 -0.115322 1.685148  0.2040
H -0.588147 -1.547992 -1.748263  0.2397
H -1.845505 -2.806855 -1.527035  0.2373
H -2.871408 -0.821511 -1.811415  0.2150
H -3.901373 0.157132 -0.766534  0.2015
H -2.659394 1.890530 -1.722995  0.2170
H -1.233140 0.902125 -1.998067  0.2340
H 1.316601 -1.137988 1.010726  0.2229
H 3.432671 -2.182093 1.580466  0.2169
H 5.566086 -1.203961 0.821774  0.2130
H 5.557485 0.854448 -0.543634  0.2142
H 3.400274 1.922710 -1.135144  0.2332

Cartesian forces, eV/Å:
0.0 0.2 -0.1
-0.1 -0.1 0.2
-0.1 -0.1 0.2
-0.1 0.4 -0.3
0.2 0.0 -0.1
0.0 0.0 0.4
-0.3 -0.1 0.2
-0.2 -0.1 -0.1
0.2 -0.1 0.2
0.3 -0.3 0.2
-0.1 0.0 -0.2
0.1 0.2 -0.3
0.0 -0.1 0.1
0.4 -0.1 -0.1
-0.1 0.2 -0.1
0.1 -0.1 0.1
0.0 -0.1 0.0
0.0 0.0 0.0
-0.2 0.1 0.0
0.1 0.0 0.0
-0.1 -0.2 0.1
0.0 0.1 0.0
-0.1 0.1 0.0
-0.2 0.1 -0.1
0.1 0.0 0.0
-0.1 0.0 0.0
0.1 0.1 0.0
-0.1 0.0 0.0
0.0 -0.1 -0.1
0.0 0.0 -0.1
0.0 0.0 0.0
-0.1 -0.1 0.0
0.0 -0.1 0.0
0.1 0.0 0.0
0.1 0.0 0.0
0.0 0.1 -0.1

- spin multiplicity = 1
- orbital gap (eV) = 9.91
- relative energy (zero: lowest compared OMol25 entry of this formula, charge and spin) (eV) = 0.000
- E_LUMO (eV) = 0.626
- E_HOMO (eV) = -9.29

One molecule with the formula C14H17ClN2OS. Source: the Open Molecules 2025 dataset; level of theory: ωB97M-V/def2-TZVPD.

Last column: natural (NBO) charge in e.
Atoms and positions in Å:
C -0.844287 -2.444491 -1.552471  -0.6190
C -0.591195 -2.532041 -0.051266  -0.2011
C -1.766659 -3.208673 0.647651  -0.6074
C -0.306234 -1.150133 0.586055  -0.3562
C 1.049700 -0.618029 0.144075  0.7150
O 1.844023 -1.217420 -0.539596  -0.5806
N 1.319046 0.632492 0.634362  -0.6368
C 2.479586 1.313893 0.365390  0.2790
N 2.700037 2.468615 0.823369  -0.4838
C 3.965322 3.020169 0.438785  -0.2393
C 4.736600 2.043737 -0.478447  -0.5657
S 3.694692 0.546887 -0.654999  0.2676
C -1.396203 -0.142805 0.323195  0.0568
C -1.409831 0.608052 -0.848726  -0.2306
C -2.427694 1.508009 -1.104122  -0.2150
C -3.448383 1.663272 -0.179466  -0.0413
Cl -4.726414 2.784172 -0.493471  0.0115
C -3.450567 0.932000 0.997029  -0.2296
C -2.424260 0.037465 1.241556  -0.2179
H -0.977929 -3.444580 -1.957649  0.2150
H -1.741655 -1.867042 -1.763748  0.2037
H 0.003988 -1.988214 -2.054398  0.2254
H 0.310177 -3.133708 0.105046  0.2218
H -2.679530 -2.635041 0.501529  0.2059
H -1.583948 -3.307870 1.715725  0.2029
H -1.919836 -4.203193 0.236553  0.2161
H -0.230837 -1.305327 1.670503  0.2354
H 0.637897 1.123882 1.196928  0.4256
H 4.530869 3.233879 1.350939  0.2001
H 3.778961 3.972097 -0.067183  0.2009
H 4.904411 2.456591 -1.471118  0.2186
H 5.690956 1.743088 -0.051501  0.2199
H -0.615755 0.490879 -1.570525  0.2255
H -2.431567 2.085253 -2.015048  0.2304
H -4.246130 1.062549 1.713450  0.2301
H -2.427343 -0.528403 2.161583  0.2170

Cartesian forces, eV/Å:
0.2 0.0 0.2
0.0 0.0 0.0
0.2 0.1 -0.1
0.0 -0.4 -0.2
-0.4 0.1 0.4
-0.1 -0.4 -0.1
-0.2 0.0 0.2
0.7 0.3 -0.2
-0.9 -0.1 0.4
0.3 0.2 -0.1
-0.1 -0.2 -0.1
0.5 0.3 -0.1
-0.1 0.0 0.1
-0.1 0.0 0.1
-0.1 0.0 0.0
0.2 -0.2 0.1
-0.1 0.1 0.0
-0.1 0.1 -0.1
0.1 0.0 -0.1
0.0 -0.1 -0.1
-0.1 0.0 -0.1
0.0 0.0 -0.1
-0.1 0.1 0.0
-0.1 0.0 0.0
0.0 0.0 0.2
-0.1 -0.1 0.0
0.0 0.1 -0.1
0.0 0.0 -0.1
0.0 0.1 -0.1
0.1 0.0 0.1
0.1 0.0 0.0
0.0 0.1 0.0
0.1 0.0 -0.1
0.0 0.1 -0.1
-0.1 0.0 0.0
0.0 -0.1 0.1

- spin multiplicity = 1
- orbital gap (eV) = 9.08
- relative energy (zero: lowest compared OMol25 entry of this formula, charge and spin) (eV) = 0.000
- E_LUMO (eV) = 0.649
- E_HOMO (eV) = -8.43

C14H17CsN2O2PS2 as an isolated structure. Source: the Open Molecules 2025 dataset; level of theory: ωB97M-V/def2-TZVPD.

Last column: Mulliken charge in e.
Atoms and positions in Å:
Cs -0.073631 -1.878861 2.178142  1.1200
N 3.178569 -5.226702 1.192064  -0.6111
C 2.006720 -5.592013 1.984688  -0.3353
C 1.293675 -4.376386 2.562092  0.7934
O 2.027353 -3.387196 2.851363  -0.9121
O 0.047985 -4.460850 2.725922  -0.8772
H 3.891628 -5.938057 1.264556  0.2009
H 3.536563 -4.365353 1.592909  0.2501
H 2.278425 -6.195478 2.864923  0.2087
H 1.283498 -6.186013 1.425070  0.2631
N -3.858889 -4.249036 0.249702  -0.7157
H -2.922642 -4.645969 0.253084  0.2666
H -4.178321 -4.376388 1.206242  0.2225
H -3.722340 -3.245186 0.162153  0.2469
S -1.416753 1.088707 1.892808  -0.5749
P -0.669704 0.979467 0.012001  0.5285
S -0.412659 -0.843868 -0.862008  -0.6384
C -1.666993 2.061948 -1.088002  -0.0068
C -2.402115 1.553711 -2.147715  -0.1865
C -3.170663 2.386182 -2.961773  -0.5209
C -3.203430 3.751289 -2.732662  -0.3644
C -2.468350 4.272838 -1.668131  -0.5639
C -1.718824 3.437947 -0.858184  -0.3762
C 0.929141 1.874515 -0.044807  0.2511
C 1.412983 2.544757 1.070935  -0.1745
C 2.629021 3.229640 1.025369  -0.5697
C 3.371338 3.253929 -0.141236  -0.3418
C 2.890650 2.591202 -1.271403  -0.6167
C 1.689155 1.907903 -1.216239  -0.4291
H -2.354170 0.486110 -2.333984  0.3051
H -3.731885 1.935026 -3.771340  0.3639
H -3.787058 4.410479 -3.363417  0.3601
H -2.473546 5.334096 -1.451303  0.3567
H -1.174763 3.886708 -0.034046  0.3364
H 0.827110 2.513468 1.981643  0.3382
H 2.986647 3.734191 1.915654  0.3686
H 4.321887 3.773460 -0.176171  0.3637
H 3.456288 2.590113 -2.195099  0.3628
H 1.348096 1.369654 -2.093804  0.3076

Cartesian forces, eV/Å:
-0.6 1.1 0.1
-0.2 0.0 -0.1
0.1 -0.4 0.2
0.3 -0.2 0.3
0.0 -0.7 0.0
0.5 -0.6 0.1
0.1 0.0 0.0
0.0 0.0 0.0
0.0 0.0 0.0
0.1 0.1 -0.2
0.1 0.1 0.3
0.0 0.0 -0.1
-0.1 0.0 -0.1
0.0 0.0 -0.1
0.0 0.4 -0.8
-0.2 -0.5 0.1
-0.2 1.1 0.0
-0.2 0.2 -0.1
0.0 -0.2 -0.1
0.1 -0.2 0.1
0.1 0.0 0.2
-0.1 -0.1 -0.1
0.1 0.1 0.2
0.3 0.1 0.1
0.1 0.1 0.0
-0.2 -0.1 0.1
0.0 -0.1 -0.2
0.0 0.1 0.2
-0.1 -0.2 -0.2
0.0 0.0 0.0
0.0 0.1 0.0
0.0 0.0 0.0
-0.1 0.0 -0.1
0.1 -0.2 0.0
0.0 0.0 0.0
0.0 0.0 0.0
0.0 0.0 0.0
0.0 0.0 0.0
-0.1 0.0 0.1

- spin multiplicity = 1
- orbital gap (eV) = 7.48
- E_LUMO (eV) = 2.287
- E_HOMO (eV) = -5.20
- charge = -1

C14H17F3FeN2O3S as an isolated structure. Source: the Open Molecules 2025 dataset; level of theory: ωB97M-V/def2-TZVPD.

Last column: Löwdin spin population.
Atoms and positions in Å:
C -3.357172 2.338879 0.006235  0.0002
C -2.458152 3.007857 -0.988360  0.0003
H -4.298385 1.892534 -0.381049  0.0000
H -3.596625 2.863961 0.946043  0.0000
H -2.660914 1.595492 0.428612  0.0003
H -1.473882 2.689844 -0.635247  0.0003
H -2.433245 2.649175 -2.064658  0.0000
H -2.215382 4.090776 -0.796510  0.0000
C -0.864756 -1.735690 1.624276  0.0151
C -0.745313 -2.909901 2.399236  0.0048
C 0.543591 -3.435888 2.619527  -0.0031
C 1.642214 -2.859816 1.970781  0.0030
H -1.820048 -1.366870 1.239836  0.0015
H -1.593022 -3.436270 2.824192  0.0007
H 0.700979 -4.305536 3.275766  -0.0001
H 2.623446 -3.256440 2.173066  0.0010
N 0.248819 -1.086272 1.230855  0.0925
C 1.507695 -1.719175 1.155344  0.0225
C 2.500351 -0.986073 0.359425  0.0246
N 1.998043 0.283463 -0.034086  0.0875
C 2.729924 1.085332 -0.826195  0.0213
C 4.643603 -0.392172 -0.672150  0.0018
C 4.071104 0.802754 -1.172933  0.0044
H 2.200494 1.930414 -1.239835  0.0014
H 4.704643 1.439223 -1.806467  0.0007
C 3.855599 -1.264323 0.107919  0.0026
H 4.354143 -2.146458 0.556987  0.0007
H 5.703177 -0.646060 -0.864436  0.0001
Fe 1.058469 0.506106 1.470154  3.4660
C 0.706703 2.206792 2.312436  0.1587
H 1.719530 2.617333 2.296004  0.0330
H 0.451460 1.797904 3.297774  0.0378
H -0.071949 2.916345 1.931899  0.0190
F -4.148139 -1.151405 -3.647071  0.0000
C -3.107842 -0.278288 -3.447872  0.0001
F -2.459799 -0.062934 -4.635801  0.0000
F -3.603703 0.928789 -2.986626  0.0000
S -1.900872 -1.072139 -2.159876  0.0004
O -2.654844 -1.062370 -0.900198  0.0004
O -1.665987 -2.395323 -2.745261  0.0000
O -0.833953 -0.073570 -2.221735  0.0004

Cartesian forces, eV/Å:
-0.4 -1.2 1.2
2.6 1.2 -0.4
0.8 0.2 0.2
-0.1 0.7 -0.7
-1.1 -0.8 -0.3
0.4 -0.4 -0.4
-0.6 0.9 1.4
-1.3 -0.5 -0.9
0.5 -1.2 0.7
0.8 0.1 -0.6
-0.1 0.7 -0.3
0.3 0.0 -0.1
0.3 0.4 0.4
-0.1 0.3 -0.3
-0.1 0.5 -0.4
0.2 -0.3 -0.3
-0.6 -3.6 -1.7
-2.3 -0.7 2.1
0.9 2.5 -0.5
3.2 -2.2 -3.4
1.1 -0.7 -0.4
-0.8 0.3 0.4
-0.2 -1.0 0.4
0.0 0.3 0.2
-0.7 -0.1 0.3
0.4 -0.4 0.1
-0.6 0.5 -0.5
-0.8 0.2 0.1
-1.7 3.6 2.3
-0.6 0.3 0.0
-0.1 0.5 0.3
0.0 0.6 0.3
0.8 -0.7 0.4
0.9 1.4 -0.2
0.3 -0.6 0.8
-1.1 -0.1 1.3
0.4 -1.6 -1.0
-0.9 0.5 -1.1
0.6 -0.2 -0.6
0.1 1.4 0.8
0.0 -0.9 0.3

- spin multiplicity = 5
- orbital gap (alpha / beta) (eV) = 6.58 / 6.14
- relative energy (zero: lowest compared OMol25 entry of this formula, charge and spin) (eV) = 1.092
- expectation value of S² = 6.056
- E_LUMO (alpha / beta) (eV) = -1.957 / -2.396
- E_HOMO (alpha / beta) (eV) = -8.54 / -8.54

C14H17FeIN2O2 as an isolated structure. Source: the Open Molecules 2025 dataset; level of theory: ωB97M-V/def2-TZVPD.

Last column: Löwdin spin population.
Atoms and positions in Å:
C 0.630866 3.493206 -0.166960  0.1000
C 2.719676 0.673043 0.952195  0.1093
H 0.447665 3.541199 -1.255290  0.0202
H 1.636538 3.924896 0.025510  0.0207
H -0.083722 4.155926 0.335312  0.0087
H 3.271574 0.234551 0.099169  0.0219
H 3.276226 1.578470 1.240723  0.0222
H 2.703361 0.013939 1.819848  0.0140
C -1.779077 2.133216 -0.936570  0.0041
C -3.017495 1.955846 -1.554393  0.0002
C -3.331975 0.707782 -2.086607  -0.0004
C -2.368890 -0.288399 -1.996080  0.0009
H -1.538689 3.089900 -0.479573  0.0010
H -3.684792 2.809737 -1.589705  0.0002
H -4.292497 0.514407 -2.561788  0.0000
H -2.563120 -1.293865 -2.356644  0.0003
N -0.844398 1.193084 -0.882133  0.0433
C -1.112228 -0.019090 -1.428886  0.0045
C -0.082678 -1.055343 -1.313882  0.0025
N 0.944384 -0.838913 -0.464630  0.0478
C 1.747005 -1.847410 -0.144818  0.0027
C 0.680979 -3.332048 -1.717364  -0.0021
C 1.682981 -3.104489 -0.773467  0.0018
H 2.497092 -1.653380 0.625065  0.0006
H 2.436676 -3.837757 -0.517328  0.0003
C -0.214175 -2.297997 -1.978979  0.0016
H -1.036604 -2.418618 -2.679731  0.0003
H 0.600021 -4.279295 -2.246964  -0.0001
Fe 1.132657 1.630846 0.303963  3.6054
I 0.014240 2.306848 2.432152  0.0405
C 0.134624 -1.524396 3.647576  -0.0023
O 0.714750 -0.715276 2.591627  -0.0001
C -0.158069 0.076765 1.899520  -0.0268
O -1.181537 -0.375948 1.419694  -0.0430
H 0.894929 -1.610203 4.427930  -0.0001
H -0.124715 -2.511926 3.245204  0.0000
H -0.751599 -1.029312 4.066290  0.0003

Cartesian forces, eV/Å:
1.3 1.5 -1.1
1.7 0.9 0.1
0.2 0.3 0.2
-0.3 0.3 -0.2
0.1 -0.2 0.0
-0.1 0.1 0.4
0.5 -0.1 0.2
0.0 0.1 -0.2
-0.5 0.0 -0.2
0.2 -0.2 0.1
0.3 0.3 0.2
0.5 -0.2 0.0
0.0 -0.3 -0.1
-0.1 -0.2 0.0
0.2 0.0 0.1
-0.2 0.3 0.0
0.0 -1.0 -0.4
-0.9 1.3 0.1
1.0 -1.8 0.1
-1.2 -0.2 -0.4
0.1 -0.6 -0.7
0.2 0.5 0.1
-0.3 0.6 0.2
-0.3 0.0 -0.4
-0.2 -0.1 0.0
-0.1 0.6 0.3
0.3 -0.2 0.1
0.0 0.2 0.1
-1.3 -2.2 -1.3
-1.1 -0.7 2.6
-0.2 0.1 -0.3
-0.2 1.2 0.2
-1.5 -1.8 -0.2
1.6 1.4 1.0
-0.1 0.0 -0.3
0.0 0.3 0.1
0.2 -0.2 -0.2

- spin multiplicity = 5
- orbital gap (alpha / beta) (eV) = 6.42 / 6.95
- relative energy (zero: lowest compared OMol25 entry of this formula, charge and spin) (eV) = 4.926
- expectation value of S² = 6.119
- E_LUMO (alpha / beta) (eV) = -0.278 / -0.288
- E_HOMO (alpha / beta) (eV) = -6.70 / -7.24

C14H17HgN3 as an isolated structure. Source: the Open Molecules 2025 dataset; level of theory: ωB97M-V/def2-TZVPD.

Last column: natural (NBO) charge in e.
Atoms and positions in Å:
C -4.958936 0.203304 1.068968  -0.6049
C -4.998528 1.492631 0.266518  -0.6072
H -5.175053 -0.643999 0.423931  0.1993
H -5.739193 0.262745 1.827976  0.2069
H -4.016141 0.012362 1.567515  0.1976
H -4.168544 1.641202 -0.417447  0.2044
H -5.914287 1.502493 -0.330164  0.2016
H -5.028980 2.372807 0.908243  0.2030
C 0.975823 -2.915049 0.813377  0.0570
C 1.849689 -3.977179 0.545247  -0.2496
C 2.940256 -3.715465 -0.280919  -0.1603
C 3.112503 -2.427910 -0.797791  -0.2268
H 0.099563 -3.044010 1.445062  0.2088
H 1.621577 -4.954610 0.975563  0.2323
H 3.644546 -4.520931 -0.517395  0.2256
H 3.926227 -2.208660 -1.499533  0.2185
N 1.125272 -1.674235 0.332256  -0.4646
C 2.193518 -1.401723 -0.444915  0.1810
C 2.346417 -0.004607 -0.956078  0.1568
N 1.414862 0.897328 -0.600704  -0.4290
C 1.516171 2.144677 -1.052881  0.0500
C 3.521124 1.685179 -2.273093  -0.1698
C 2.555461 2.613042 -1.872105  -0.2467
H 0.700083 2.780801 -0.719871  0.2062
H 2.535686 3.658933 -2.166169  0.2278
C 3.404920 0.368592 -1.827409  -0.2242
H 4.122759 -0.386129 -2.173941  0.2139
H 4.334606 2.020847 -2.925949  0.2255
Hg -1.029580 -0.059789 0.893779  1.2795
C -1.558704 2.013549 0.713037  -1.1396
H -1.848527 2.388909 -0.275095  0.2026
H -0.830068 2.703990 1.140235  0.2170
H -2.451814 2.114081 1.345446  0.2127
N 0.140343 -0.502549 3.954133  -0.4731
C -0.363066 -0.440620 2.910186  -0.3325

Cartesian forces, eV/Å:
-0.3 0.2 -0.1
-0.3 0.3 -0.2
0.0 -0.2 0.0
0.0 -0.3 0.1
0.2 0.1 0.1
0.2 -0.2 -0.1
0.0 0.1 0.0
0.0 0.0 0.1
0.2 0.1 -0.2
-0.4 0.6 0.1
0.0 0.0 0.0
-0.4 0.4 0.2
0.2 -0.1 0.0
0.3 0.3 -0.2
-0.3 0.4 0.0
-0.3 -0.2 0.5
0.4 -0.2 -0.4
0.1 -1.1 -0.1
0.3 1.0 -0.8
0.5 -0.6 -0.1
0.2 -0.1 0.0
-0.4 0.4 0.2
-0.5 -0.6 0.4
0.2 0.2 -0.2
0.3 -0.2 -0.1
-0.2 -0.4 0.2
-0.3 0.5 0.2
-0.3 -0.4 0.3
1.1 1.2 0.5
-1.4 0.5 -0.7
0.2 -0.1 0.2
0.5 -0.6 0.0
0.2 -0.1 -0.2
-0.3 0.1 -0.6
0.4 -1.0 0.9

- spin multiplicity = 1
- orbital gap (eV) = 8.22
- E_LUMO (eV) = -0.551
- E_HOMO (eV) = -8.77

| no. | largest force on an atom (eV Å⁻¹) |
| --- | --- |
| 1 | 0.49 |
| 2 | 0.96 |
| 3 | 1.22 |
| 4 | 5.17 |
| 5 | 2.88 |
| 6 | 1.71 |